1.
Density functional theory data (the ωB97M-V functional and the def2-TZVPD basis) for 11 unconnected molecules or ions with the total composition C19H52N14O17S2.

```
104
Properties=species:S:1:pos:R:3
C -0.548 -4.788 0.214
O 0.293 -4.811 1.101
N -0.469 -5.525 -0.956
N -1.691 -4.008 0.311
H 0.391 -6.020 -1.092
H -1.188 -5.329 -1.652
H -2.422 -4.043 -0.375
H -1.858 -3.541 1.189
C -5.058 -0.412 0.329
O -5.532 -0.827 -0.727
N -5.203 0.901 0.757
N -4.308 -1.231 1.141
H -4.870 1.134 1.668
H -5.779 1.490 0.189
H -3.811 -0.929 1.953
H -4.157 -2.196 0.924
C 1.955 0.241 5.363
O 0.738 0.425 5.519
N 2.875 0.396 6.392
N 2.522 -0.136 4.156
H 3.792 0.015 6.269
H 2.697 0.828 7.274
H 1.882 -0.246 3.376
H 3.443 -0.524 4.126
C 4.173 -3.721 -0.242
O 4.558 -3.735 0.936
N 5.070 -3.507 -1.289
N 2.837 -3.814 -0.597
H 4.757 -3.103 -2.151
H 6.041 -3.374 -1.060
H 2.559 -4.015 -1.532
H 2.241 -3.743 0.213
C -2.311 -3.252 -3.160
O -2.277 -4.429 -2.765
N -1.545 -2.791 -4.218
N -3.179 -2.301 -2.646
H -1.046 -3.474 -4.754
H -1.727 -1.861 -4.539
H -3.346 -1.469 -3.176
H -3.751 -2.506 -1.846
C -0.590 -2.474 3.436
O -1.430 -3.074 2.752
N 0.608 -3.064 3.781
N -0.743 -1.175 3.818
H 1.064 -2.662 4.579
H 0.755 -3.999 3.440
H -0.060 -0.626 4.316
H -1.642 -0.795 3.592
C 0.371 3.609 -4.290
O -0.014 3.224 -5.389
N 0.157 4.870 -3.741
N 1.079 2.780 -3.439
H 0.651 5.080 -2.897
H -0.512 5.524 -4.089
H 1.340 3.022 -2.504
H 0.855 1.822 -3.642
C 4.943 0.120 0.547
C 5.883 1.307 0.565
O 7.145 0.680 0.353
S 7.223 -0.776 1.085
O 8.034 -0.754 2.239
O 7.557 -1.716 0.079
O 5.675 -0.756 1.436
H 4.862 -0.379 -0.421
H 3.930 0.230 0.920
H 5.846 1.933 1.458
H 5.792 1.984 -0.286
C -1.089 -0.997 -0.050
C -0.083 -1.491 -1.055
O 1.147 -1.119 -0.417
S 1.001 0.380 0.224
O 1.488 1.235 -0.804
O 1.488 0.520 1.557
O -0.611 0.352 0.229
H -1.017 -1.438 0.939
H -2.133 -0.862 -0.321
H -0.201 -0.863 -1.940
H -0.220 -2.566 -1.098
C -2.161 1.845 -2.596
C -3.001 3.071 -2.263
C -3.609 3.414 -3.672
O -3.293 2.305 -4.525
C -2.925 1.213 -3.719
H -1.827 1.271 -1.728
H -1.202 2.072 -3.069
H -2.329 3.829 -1.875
H -3.817 2.876 -1.570
H -3.191 4.351 -4.026
H -4.698 3.407 -3.621
H -2.352 0.466 -4.282
H -3.838 0.682 -3.382
C -2.260 3.539 1.300
C -1.034 4.055 0.534
C -0.172 4.768 1.590
O -0.469 4.050 2.771
C -1.831 3.625 2.771
H -2.558 2.539 1.002
H -3.047 4.286 1.191
H -1.374 4.674 -0.297
H -0.480 3.249 0.042
H -0.551 5.800 1.630
H 0.905 4.752 1.465
H -2.402 4.312 3.405
H -1.780 2.692 3.339
```

DFT total energy = -3597.39421 Eh
Total charge = 0
SMILES string = O=S1(=O)OCCO1.O=S1(=O)OCCO1.C1CCOC1.C1CCOC1.NC(N)=O.NC(N)=O.NC(N)=O.NC(N)=O.NC(N)=O.NC(N)=O.NC(N)=O


2.
Density functional theory data (the ωB97M-V functional and the def2-TZVPD basis) for 7 unconnected molecules or ions with the total composition C19H52N2O7.

```
80
Properties=species:S:1:pos:R:3
C -11.437 -23.911 10.847
O -11.915 -24.939 9.944
N -11.098 -24.222 12.049
N -11.213 -22.690 10.496
H -11.241 -25.206 12.305
H -10.691 -23.490 12.594
H -11.523 -22.448 9.533
H -10.965 -21.974 11.249
C -9.842 -19.675 9.172
C -9.704 -18.628 8.027
C -10.101 -19.363 6.721
O -10.404 -17.604 8.108
H -9.886 -19.100 10.084
H -8.984 -20.378 9.201
H -10.813 -20.161 9.096
H -8.668 -18.279 7.898
H -9.521 -20.289 6.557
H -9.984 -18.670 5.866
H -11.127 -19.740 6.743
H -10.070 -17.033 8.753
C -8.928 -25.012 7.613
C -8.237 -23.826 7.007
C -8.373 -23.866 5.469
O -8.530 -22.700 7.371
H -9.407 -24.637 8.528
H -8.221 -25.775 7.919
H -9.588 -25.538 6.994
H -7.183 -23.971 7.362
H -9.376 -23.503 5.140
H -8.043 -24.807 5.002
H -7.656 -23.155 5.111
H -8.452 -22.672 8.381
C -10.849 -19.299 12.822
C -10.800 -20.692 13.405
C -12.165 -21.421 13.467
O -10.055 -21.497 12.791
H -11.384 -18.720 13.536
H -11.427 -19.308 11.844
H -9.869 -18.793 12.626
H -10.399 -20.681 14.383
H -12.662 -21.487 12.458
H -12.812 -20.949 14.149
H -12.039 -22.476 13.792
H -9.154 -21.360 13.095
C -13.387 -23.468 7.117
C -11.973 -23.079 6.823
C -11.888 -22.235 5.568
O -11.240 -22.457 7.637
H -13.901 -23.659 6.197
H -13.842 -22.603 7.593
H -13.437 -24.251 7.840
H -11.532 -24.042 6.629
H -12.529 -21.370 5.666
H -12.285 -22.856 4.756
H -10.874 -21.933 5.280
H -10.365 -22.560 7.303
C -14.228 -21.171 9.912
C -13.885 -19.726 9.605
C -13.534 -19.509 8.165
O -14.769 -18.905 9.889
H -15.097 -21.464 9.258
H -14.661 -21.319 10.903
H -13.422 -21.855 9.663
H -13.019 -19.555 10.265
H -14.420 -19.522 7.500
H -13.006 -20.373 7.775
H -12.899 -18.610 7.948
H -14.932 -18.801 10.871
C -7.233 -24.651 10.665
C -7.675 -23.252 10.903
C -6.485 -22.370 10.860
O -8.468 -22.808 10.049
H -6.741 -24.841 9.715
H -8.028 -25.346 10.772
H -6.619 -25.057 11.486
H -8.132 -23.211 11.905
H -6.697 -21.273 10.946
H -5.823 -22.484 10.036
H -5.866 -22.603 11.669
H -9.401 -22.925 10.272
```

DFT total energy = -1391.04940 Eh
Relative energy (zero: lowest compared OMol25 entry of this formula, charge and spin) = 179.3 kcal/mol
Total charge = 0
SMILES string = NC(N)=O.CC(C)O.CC(C)O.CC(C)O.CC(C)O.CC(C)O.CC(C)O


3.
Density functional theory data (the ωB97M-V functional and the def2-TZVPD basis) for 7 unconnected molecules or ions with the total composition C19H52O9.

```
80
Properties=species:S:1:pos:R:3
C -3.813 -3.269 -1.394
C -3.867 -2.383 -0.094
O -5.019 -2.696 0.640
O -2.931 -2.714 -2.305
H -4.664 -3.427 -1.675
H -3.411 -4.019 -1.171
H -4.013 -1.332 -0.313
H -2.939 -2.485 0.564
H -5.076 -2.149 1.522
H -3.223 -1.930 -2.534
C 2.958 0.496 -2.550
C 3.484 -0.152 -1.315
O 2.865 0.261 -0.110
O 3.719 -0.071 -3.581
H 3.014 1.635 -2.684
H 1.920 0.454 -2.626
H 4.493 0.053 -1.037
H 3.609 -1.094 -1.387
H 1.820 0.161 -0.087
H 4.457 -0.213 -3.163
C 3.503 -1.780 3.792
C 2.721 -0.372 3.801
C 1.530 -0.532 4.720
O 3.594 0.627 4.410
H 3.806 -2.078 4.731
H 4.417 -1.778 3.097
H 2.864 -2.468 3.297
H 2.301 -0.084 2.668
H 0.927 0.327 4.815
H 1.795 -0.772 5.713
H 0.942 -1.482 4.229
H 3.896 1.104 3.642
C 0.321 -1.916 -4.613
C 1.194 -2.575 -3.533
C 0.937 -4.023 -3.401
O 2.496 -2.530 -3.969
H 0.437 -2.535 -5.536
H 0.440 -0.827 -4.862
H -0.733 -2.089 -4.457
H 1.181 -2.036 -2.546
H 1.698 -4.302 -2.873
H 0.887 -4.421 -4.290
H -0.089 -4.316 -2.939
H 2.863 -1.551 -3.659
C -0.005 3.083 -1.079
C -0.878 2.667 -2.206
C -0.507 3.380 -3.567
O -0.972 1.349 -2.505
H 1.099 2.520 -1.043
H -0.505 2.817 -0.068
H 0.287 4.272 -1.277
H -1.903 3.057 -2.015
H -0.284 4.425 -3.460
H -1.268 3.459 -4.250
H 0.239 3.066 -4.025
H -1.692 1.084 -2.849
C 0.190 -2.473 0.312
C -0.609 -1.128 0.088
C -0.981 -0.422 1.406
O 0.307 -0.385 -0.665
H 0.485 -3.002 -0.662
H -0.465 -3.003 0.922
H 1.054 -2.253 1.076
H -1.518 -1.155 -0.575
H -1.752 0.266 1.515
H -0.047 -0.284 1.933
H -1.500 -1.158 2.050
H -0.215 0.031 -1.333
C -1.344 2.754 3.725
C -2.353 3.876 4.167
C -2.168 5.260 3.462
O -3.639 3.542 3.682
H -1.369 2.675 2.798
H -1.608 1.842 4.277
H -0.468 3.468 3.819
H -2.372 3.993 5.089
H -1.235 5.567 3.543
H -2.810 5.909 4.146
H -2.515 5.315 2.426
H -3.992 2.896 4.213
```

DFT total energy = -1431.76091 Eh
Relative energy (zero: lowest compared OMol25 entry of this formula, charge and spin) = 299.9 kcal/mol
Total charge = 0
SMILES string = CC(C)O.CC(C)O.CC(C)O.CC(C)O.CC(C)O.OCCO.OCCO


4.
Density functional theory data (the ωB97M-V functional and the def2-TZVPD basis) for 8 unconnected molecules or ions with the total composition C19H54O8.

```
81
Properties=species:S:1:pos:R:3
C -3.828 1.821 -1.254
C -3.227 0.557 -0.594
O -3.049 0.860 0.757
H -3.270 2.730 -1.026
H -4.794 1.878 -0.752
H -3.973 1.613 -2.314
H -2.304 0.233 -1.076
H -3.931 -0.254 -0.782
H -2.110 0.768 0.935
C -2.145 -2.917 -0.687
C -1.704 -3.623 -1.879
O -2.642 -4.661 -2.124
H -2.383 -3.677 0.057
H -3.023 -2.331 -0.958
H -1.410 -2.202 -0.315
H -0.783 -4.201 -1.810
H -1.788 -2.996 -2.767
H -2.645 -5.278 -1.388
O -0.186 0.267 0.594
H 0.398 -0.438 0.315
H 0.353 1.057 0.549
C 0.085 0.175 -2.972
C -0.884 0.614 -4.101
C -1.840 -0.396 -4.624
O -1.589 1.722 -3.599
H 0.761 -0.558 -3.411
H -0.609 -0.364 -2.327
H 0.617 0.963 -2.438
H -0.485 1.014 -5.033
H -1.327 -1.301 -4.949
H -2.353 0.023 -5.490
H -2.463 -0.645 -3.765
H -1.201 2.204 -2.865
C 0.131 -0.707 4.965
C -1.109 -1.537 4.735
C -1.711 -1.350 3.288
O -0.688 -2.850 4.873
H 0.975 -0.932 4.313
H 0.539 -0.903 5.956
H 0.084 0.382 4.955
H -1.961 -1.277 5.363
H -0.838 -1.628 2.698
H -2.107 -0.337 3.217
H -2.479 -2.081 3.036
H -1.381 -3.257 5.399
C 3.592 -3.263 0.441
C 2.545 -2.364 -0.317
C 2.076 -3.230 -1.559
O 1.459 -2.036 0.572
H 4.305 -3.862 -0.127
H 3.063 -4.051 0.977
H 4.218 -2.822 1.216
H 2.932 -1.375 -0.562
H 1.817 -4.200 -1.135
H 2.856 -3.429 -2.293
H 1.348 -2.702 -2.176
H 1.269 -2.739 1.197
C -0.664 4.118 -0.194
C -0.714 4.368 -1.679
C -0.418 5.773 -2.225
O 0.184 3.465 -2.345
H -1.188 4.844 0.427
H 0.367 3.983 0.133
H -1.192 3.188 0.019
H -1.741 4.291 -2.036
H 0.507 6.118 -1.762
H -1.187 6.487 -1.932
H -0.339 5.718 -3.311
H 1.099 3.662 -2.128
C 2.999 1.683 3.572
C 3.524 1.495 2.184
C 4.836 0.677 2.049
O 2.550 0.940 1.296
H 3.707 2.265 4.163
H 2.828 0.771 4.145
H 2.016 2.149 3.511
H 3.630 2.525 1.844
H 5.620 1.257 2.535
H 5.101 0.483 1.010
H 4.772 -0.364 2.366
H 2.502 -0.010 1.421
```

DFT total energy = -1358.11560 Eh
Relative energy (zero: lowest compared OMol25 entry of this formula, charge and spin) = 48.5 kcal/mol
Total charge = 0
SMILES string = CC(C)O.CC(C)O.CC(C)O.CC(C)O.CC(C)O.CCO.CCO.O


5.
Density functional theory data (the ωB97M-V functional and the def2-TZVPD basis) for a molecular structure, C19H55K2O12.

```
88
Properties=species:S:1:pos:R:3
K -0.659 3.133 1.960
K 1.581 2.111 -0.407
O 0.526 0.282 -0.727
C -0.059 0.417 0.463
O -0.117 1.536 1.012
O -0.432 -0.627 1.018
H 0.343 -0.644 -0.901
C 1.776 1.519 2.487
C 1.519 2.053 3.892
O 0.231 2.642 4.061
H 1.652 2.184 1.632
H 1.189 0.618 2.306
H 2.801 1.179 2.343
H 2.332 2.735 4.138
H 1.636 1.223 4.589
H 0.369 3.210 4.822
C -2.636 1.434 0.011
C -3.743 1.814 1.022
O -4.537 0.728 1.332
H -1.964 0.741 0.518
H -2.002 2.241 -0.356
H -3.067 0.976 -0.879
H -4.394 2.539 0.534
H -3.360 2.298 1.921
H -5.268 1.107 1.825
C -2.726 -1.387 1.408
C -2.712 -1.535 -0.067
O -1.418 -1.892 -0.487
H -3.756 -1.097 1.611
H -2.129 -0.546 1.760
H -2.523 -2.239 2.056
H -3.028 -0.613 -0.556
H -3.431 -2.296 -0.370
H -0.865 -1.310 0.040
C 3.088 -0.307 -0.775
C 4.005 0.636 -0.012
O 3.180 1.332 0.928
H 2.193 0.125 -1.223
H 2.619 -1.044 -0.123
H 3.680 -0.878 -1.490
H 4.401 1.475 -0.584
H 4.862 0.149 0.454
H 2.814 0.648 1.494
C -0.696 1.784 -2.283
C -0.770 3.311 -2.006
O 0.413 3.652 -1.278
H 0.255 1.386 -2.636
H -1.472 1.523 -3.003
H -0.884 1.227 -1.366
H -1.684 3.621 -1.499
H -0.706 3.819 -2.968
H 0.248 4.488 -0.836
C -0.752 -1.343 4.178
C 0.340 -0.724 3.342
O 0.589 -1.609 2.255
H -0.907 -0.704 5.047
H -0.552 -2.364 4.502
H -1.691 -1.256 3.633
H 1.235 -0.534 3.934
H -0.021 0.208 2.907
H 0.146 -1.296 1.462
C -1.334 -0.754 -3.028
C -2.699 -0.210 -2.681
O -3.534 -0.345 -3.801
H -1.340 -1.795 -3.352
H -0.792 -0.653 -2.087
H -0.827 -0.065 -3.703
H -2.613 0.852 -2.451
H -3.148 -0.669 -1.800
H -4.421 -0.141 -3.493
C 1.408 -2.444 0.363
C 2.278 -3.116 -0.724
O 2.644 -4.395 -0.240
H 0.482 -2.994 0.536
H 1.150 -1.406 0.152
H 1.970 -2.446 1.296
H 3.150 -2.514 -0.980
H 1.725 -3.287 -1.648
H 3.260 -4.254 0.482
C 1.188 -0.842 -2.859
C 2.285 -1.826 -3.318
O 2.963 -1.274 -4.453
H 0.813 -1.276 -1.933
H 0.432 -0.767 -3.641
H 1.556 0.159 -2.633
H 1.855 -2.817 -3.468
H 2.969 -2.008 -2.489
H 3.515 -0.568 -4.110
```

DFT total energy = -2858.62311 Eh
Relative energy (zero: lowest compared OMol25 entry of this formula, charge and spin) = 539.9 kcal/mol
Total charge = +1


Number 1: orbital gap 9.51 eV, E_LUMO 0.0 eV. Number 2: orbital gap 8.80 eV, E_LUMO 0.0 eV. Number 3: orbital gap 9.23 eV, E_LUMO 0.0 eV. Number 4: orbital gap 9.69 eV, E_LUMO 0.5 eV. Number 5: orbital gap 7.94 eV, E_LUMO -3.5 eV.